*1*
The following is a DFT calculation (wB97M-V/def2-TZVPD) of a 2-piece molecular cluster, CH3NO4 overall.

Structure (XYZ):
```
9
Properties=species:S:1:pos:R:3:mulliken_charge:R:1
O 1.20 -1.11 -0.05 -0.5674
C 1.78 -0.06 0.00 0.2830
O 1.27 1.14 0.01 -0.4012
H 2.93 -0.18 -0.18 0.3084
H 0.34 0.96 0.14 0.4296
O -3.33 0.37 0.01 -0.3013
N -2.48 -0.44 -0.14 0.1556
O -1.26 0.00 0.20 -0.4936
H -0.46 -0.69 0.00 0.5868
```

Computed properties:
SMILES string: O=CO.O=NO
HOMO level (hartree): -0.3827
Molar mass (g/mol): 93.04
Orbital gap (eV): 10.83



*2*
The following is a DFT calculation (wB97M-V/def2-TZVPD) of a 2-piece molecular cluster, CH3NO4 overall.

Structure (XYZ):
```
9
Properties=species:S:1:pos:R:3:mulliken_charge:R:1
C -1.80 -0.35 0.01 0.6996
N -0.98 -1.24 -0.15 -0.3594
O -2.76 0.29 -0.02 -0.3576
O 0.37 -1.28 0.20 -0.3201
O 1.09 1.18 -0.57 -0.3531
O 0.11 1.47 0.57 -0.5004
H 1.48 0.22 -0.20 0.4534
H 0.55 -2.06 0.74 0.3333
H 1.95 1.77 -0.59 0.4042
```

Computed properties:
HOMO level (hartree): -0.3455
Molar mass (g/mol): 93.04
Orbital gap (eV): 9.26



Verdict on stability: *1* comes out on top.